No. 1
{
  "formula": "C43H34F9N5O4PTe2Zr",
  "method": "ωB97M-V with the def2-TZVPD basis set",
  "total_charge": 1,
  "de_lowest_ev": 3.821,
  "lumo_energy_ev": -3.74,
  "elements": ["Zr", "O", "C", "N", "C", "O", "C", "C", "C", "C", "C", "N", "C", "C", "C", "C", "C", "N", "H", "H", "H", "H", "H", "H", "H", "H", "C", "O", "C", "O", "N", "N", "H", "H", "H", "H", "H", "H", "C", "Te", "C", "C", "C", "C", "C", "C", "C", "H", "H", "H", "H", "H", "H", "H", "H", "F", "C", "F", "F", "C", "C", "C", "C", "C", "C", "P", "C", "C", "C", "C", "C", "C", "C", "F", "F", "F", "C", "C", "C", "C", "C", "C", "C", "F", "F", "F", "H", "H", "H", "H", "H", "H", "H", "H", "H", "H", "H", "H", "Te"],
  "positions_angstrom": [[-0.1136, -0.4598, 0.2857], [-2.9616, -2.8837, -1.7798], [-2.3526, -1.9191, -1.3966], [-1.0054, -1.8680, -1.0767], [-0.1543, -2.8384, -1.6141], [-0.2751, -3.3698, -2.6823], [0.9837, -3.1957, -0.6769], [1.8340, -4.2387, -0.9744], [2.7346, -4.6430, 0.0034], [2.7314, -4.0029, 1.2317], [1.8734, -2.9336, 1.4306], [1.0297, -2.5217, 0.4835], [-3.0384, -0.6061, -1.1361], [-4.4153, -0.5291, -1.2042], [-5.0219, 0.6901, -0.9465], [-4.2230, 1.7766, -0.6341], [-2.8513, 1.6038, -0.5788], [-2.2526, 0.4400, -0.8350], [1.7458, -4.7266, -1.9348], [3.4104, -5.4669, -0.1834], [3.3899, -4.3099, 2.0320], [1.8469, -2.3984, 2.3709], [-4.9710, -1.4205, -1.4584], [-6.0985, 0.7892, -0.9841], [-4.6468, 2.7480, -0.4219], [-2.2042, 2.4323, -0.3223], [-2.2155, 3.2618, 2.3917], [-2.4542, 1.8654, 2.2775], [-1.3333, 1.0375, 2.2923], [-0.4674, 1.2939, 1.2341], [-1.9697, -0.2842, 2.0080], [-1.0647, -1.3862, 2.2121], [-1.8767, 3.5404, 3.3902], [-3.1704, 3.7467, 2.2037], [-1.4830, 3.5955, 1.6511], [-2.8053, -0.3733, 2.5816], [-1.5859, -2.2323, 1.9955], [-0.7145, -1.4399, 3.1788], [1.5557, 3.6347, -3.0254], [0.3719, 2.3374, -1.7984], [-0.6915, 2.0443, -3.6332], [-0.5495, 3.3688, -4.3348], [-1.4731, 3.8115, -5.2728], [-1.2800, 5.0268, -5.9125], [-0.1731, 5.8076, -5.6099], [0.7470, 5.3761, -4.6664], [0.5644, 4.1536, -4.0334], [2.3497, 3.0199, -3.4490], [1.9854, 4.4198, -2.4082], [-1.7210, 1.7583, -3.4288], [-0.1802, 1.2243, -4.1378], [-2.3410, 3.2068, -5.5049], [-2.0002, 5.3701, -6.6428], [-0.0311, 6.7601, -6.1021], [1.6034, 5.9907, -4.4184], [8.3001, -0.1440, 3.7763], [7.4603, -1.1928, 3.7963], [7.4437, -1.6614, 5.0542], [7.9882, -2.1474, 3.0168], [6.0805, -0.7894, 3.3467], [5.5418, -1.2889, 2.1749], [4.2608, -0.9011, 1.7982], [3.5233, -0.0281, 2.5873], [4.0926, 0.4919, 3.7509], [5.3639, 0.1092, 4.1311], [1.8676, 0.5104, 2.0527], [2.2808, 2.2252, 1.5545], [1.5626, 3.3504, 1.9591], [1.8545, 4.6011, 1.4423], [2.8759, 4.7436, 0.5104], [3.6272, 3.6452, 0.1256], [3.3275, 2.3954, 0.6495], [3.1346, 6.1029, -0.0757], [2.0775, 6.5015, -0.8296], [3.3105, 7.0364, 0.8646], [4.2073, 6.1185, -0.8785], [0.8425, 0.4046, 3.5095], [1.1091, -0.6984, 4.3310], [0.2311, -1.2415, 5.2438], [-1.0171, -0.5594, 5.4262], [-1.3631, 0.5347, 4.7274], [-0.5192, 1.0991, 3.6149], [-2.0294, -1.1073, 6.4011], [-2.4976, -0.1705, 7.2391], [-3.1062, -1.6056, 5.7413], [-1.5409, -2.1056, 7.1468], [6.1153, -1.9664, 1.5575], [3.8489, -1.2645, 0.8647], [3.5256, 1.1840, 4.3612], [5.8058, 0.5066, 5.0357], [0.7711, 3.2559, 2.6845], [1.2916, 5.4681, 1.7651], [4.4381, 3.7594, -0.5810], [3.9216, 1.5444, 0.3424], [2.0771, -1.1832, 4.2431], [0.5111, -2.0672, 5.8770], [-2.3183, 1.0144, 4.9123], [-0.3774, 2.1719, 3.7820], [1.8780, 0.1087, -1.8332]],
  "atomic_forces_ev_per_a": [[-0.059, 0.021, 0.756], [-0.034, 0.032, -0.023], [0.060, 0.065, -0.115], [0.122, -0.425, 0.168], [-0.101, -0.092, 0.118], [0.100, -0.028, -0.043], [-0.245, -0.056, -0.202], [0.007, -0.026, 0.104], [0.000, -0.031, -0.044], [-0.025, 0.028, 0.046], [-0.021, -0.069, 0.013], [-0.001, 0.089, -0.216], [0.064, 0.069, -0.150], [0.007, 0.027, -0.038], [-0.022, -0.008, 0.011], [0.031, 0.007, -0.043], [0.092, 0.108, -0.132], [0.069, -0.271, 0.143], [0.002, -0.003, 0.003], [0.001, 0.001, 0.006], [0.003, -0.008, -0.007], [0.023, 0.024, -0.009], [0.001, -0.007, 0.014], [0.001, -0.001, -0.007], [-0.006, -0.003, -0.005], [-0.005, -0.030, 0.086], [0.006, -0.005, -0.050], [-0.041, -0.039, 0.133], [0.001, -0.141, -0.018], [-0.159, 0.103, -0.013], [0.088, 0.150, 0.030], [-0.088, 0.284, 0.032], [-0.014, -0.001, 0.012], [-0.002, -0.008, -0.016], [0.018, -0.005, 0.013], [-0.033, -0.063, -0.069], [0.029, -0.028, 0.064], [0.162, -0.144, -0.065], [0.035, 0.084, 0.128], [0.365, 0.145, -0.371], [-0.057, 0.002, 0.033], [0.027, 0.012, -0.022], [-0.003, -0.005, 0.003], [0.000, 0.007, -0.004], [-0.001, 0.000, 0.005], [-0.015, 0.007, 0.008], [0.012, -0.023, -0.033], [-0.013, 0.008, -0.038], [0.014, -0.013, 0.011], [0.001, 0.022, 0.016], [-0.026, -0.011, -0.011], [0.002, -0.002, 0.001], [-0.002, -0.003, 0.003], [-0.002, 0.000, 0.002], [0.001, -0.004, -0.003], [0.008, -0.014, 0.003], [0.011, 0.037, -0.015], [-0.002, 0.000, 0.002], [0.002, 0.003, -0.004], [-0.016, -0.060, -0.022], [0.010, 0.034, 0.001], [0.078, 0.105, -0.024], [0.100, -0.144, -0.133], [-0.019, -0.030, 0.022], [0.002, 0.043, 0.017], [-0.363, 0.187, -0.008], [-0.001, 0.058, -0.023], [0.017, -0.017, 0.019], [0.020, 0.010, -0.019], [-0.007, 0.017, 0.051], [-0.025, -0.027, -0.041], [0.002, -0.001, -0.025], [-0.037, 0.004, -0.049], [0.027, -0.016, 0.002], [-0.010, 0.002, 0.009], [-0.007, -0.003, 0.003], [0.038, -0.042, 0.101], [0.060, -0.012, 0.038], [-0.052, -0.023, -0.092], [-0.016, -0.034, -0.012], [0.026, 0.043, 0.065], [0.046, -0.080, -0.090], [0.001, 0.000, 0.000], [-0.010, 0.013, -0.016], [0.009, -0.021, -0.004], [0.008, 0.007, 0.011], [0.000, -0.009, 0.011], [-0.029, -0.024, 0.000], [-0.006, -0.014, 0.011], [-0.005, -0.012, 0.007], [0.005, -0.005, 0.009], [0.006, 0.003, 0.002], [0.020, 0.004, 0.025], [0.001, 0.000, 0.002], [-0.005, 0.005, -0.001], [0.007, 0.012, 0.015], [0.018, 0.024, 0.017], [-0.057, 0.023, -0.013], [-0.226, 0.216, -0.068]],
  "lowdin_charge": [1.3980, 0.1380, -0.4366, -0.0772, -0.4851, 0.1435, -0.2304, 0.0347, -0.0059, -0.0205, -0.1225, -0.0367, -0.1913, 0.0301, -0.0115, -0.0171, -0.1638, 0.0182, 0.1344, 0.1243, 0.1241, 0.0954, 0.1310, 0.1225, 0.1200, 0.0681, -0.0497, -0.0993, -0.6253, -0.4367, -0.0054, -0.0034, 0.0973, 0.1009, 0.0850, 0.1529, 0.1283, 0.0793, -0.3351, 1.2711, -0.3434, -0.2930, -0.0259, -0.0591, -0.0569, -0.0203, -0.2907, 0.0718, 0.0480, 0.0626, 0.0637, 0.1205, 0.1123, 0.1130, 0.1233, 0.1529, -0.5899, 0.1520, 0.1425, -0.1063, 0.0071, -0.0965, -0.3652, -0.0504, 0.0147, 0.9933, -0.3378, -0.0557, 0.0037, -0.1309, -0.0115, -0.1251, -0.5871, 0.1229, 0.1629, 0.1453, -0.3315, -0.1848, -0.0777, -0.1617, 0.0070, -0.2019, -0.5807, 0.1484, 0.1212, 0.1432, 0.1239, 0.0872, 0.1236, 0.1336, 0.0888, 0.1321, 0.1284, 0.0841, 0.0947, 0.1012, 0.1309, 0.1075, 0.4723]
}

---

No. 2
{
  "formula": "C4H6O2Yb",
  "method": "ωB97M-V with the def2-TZVPD basis set",
  "total_charge": 1,
  "de_lowest_ev": 2.346,
  "multiplicity": 2,
  "lumo_energy_ev": [-5.04, -5.09],
  "elements": ["H", "O", "C", "C", "C", "C", "O", "Yb", "H", "H", "H", "H", "H"],
  "positions_angstrom": [[-0.6046, -0.4264, -1.3218], [-2.5736, 0.6725, -0.5227], [-1.2744, 0.5941, -0.5311], [-0.6655, -0.5341, 0.0673], [0.7881, -0.8919, 0.3770], [1.8287, -0.0622, -0.3184], [1.8114, 1.2643, -0.1508], [0.2815, 2.3331, 0.5939], [-2.8875, 1.4226, 0.0009], [-1.3575, -1.0265, 0.7662], [0.9363, -1.9482, 0.1084], [0.9181, -0.8755, 1.4793], [2.7988, -0.5217, -0.5482]],
  "atomic_forces_ev_per_a": [[-0.981, 0.409, 0.646], [-2.711, -1.074, 0.521], [4.919, 0.577, 0.783], [-0.944, 0.605, 0.870], [0.327, 0.306, -0.791], [0.613, -0.169, -0.031], [0.467, -0.915, -0.049], [-0.594, 0.671, -0.256], [-0.027, 0.062, -0.787], [-0.233, -1.008, -0.854], [-0.126, 0.246, 0.079], [-0.268, 0.138, -0.111], [-0.443, 0.151, -0.019]],
  "lowdin_spin": [0.0088, 0.0007, 0.0063, 0.0306, 0.0983, 0.5671, 0.1972, 0.0355, 0.0000, 0.0015, 0.0000, 0.0235, 0.0305]
}